<i>
Computed, not measured: a structure of composition C4H5N3S, with ωB97M-V/def2-TZVPD.

Output
Molecular weight ... 127.17 g mol⁻¹
Gap between HOMO and LUMO ... 9.664 eV
LUMO level ... 0.03381 hartree
Multiplicity ... 1

The geometry in XYZ format:
```
13
C4H5N3S | the OMol25 dataset | ωB97M-V/def2-TZVPD
C 0.12 1.61 -0.71
C -0.58 -0.32 -0.68
C -1.00 -1.47 0.20
C 0.42 -1.30 0.80
H 1.45 3.48 -0.47
H -1.80 -1.29 0.89
H -1.14 -2.42 -0.31
H 0.46 -0.89 1.82
H 1.07 -2.21 0.74
N -1.02 0.88 -0.96
N 0.68 -0.32 -0.26
N 1.14 0.93 -0.16
S 0.20 3.33 -0.92
```

***

<ii>
Computed, not measured: an isolated molecule of C4H5N3S, with ωB97M-V/def2-TZVPD.

Output
Molecular weight ... 127.17 g mol⁻¹
SMILES string ... [H]/N=c1/cccnn1S
Gap between HOMO and LUMO ... 7.938 eV
LUMO level ... -0.01229 hartree
Multiplicity ... 1

The geometry in XYZ format:
```
13
C4H5N3S | the OMol25 dataset | ωB97M-V/def2-TZVPD
H -2.30 1.88 -0.20
N -1.19 2.01 -0.14
C -0.47 0.86 -0.16
C 0.96 0.97 0.09
C 1.87 -0.06 0.11
C 1.23 -1.25 -0.22
N -0.12 -1.54 -0.09
N -0.86 -0.47 0.11
S -2.64 -0.56 -0.02
H 1.18 2.18 0.39
H 2.93 -0.11 -0.12
H 1.96 -2.01 -0.15
H -2.55 -1.89 0.40
```

***

Relative stability in kcal/mol, measured from the most stable structure: <i> 0.0; <ii> 53.6

***

<i>
Computed, not measured: a cluster of 2 separate species, C2H10N2O in total, with ωB97M-V/def2-TZVPD.

Output
Molecular weight ... 78.12 g mol⁻¹
SMILES string ... NCCN.O
Gap between HOMO and LUMO ... 10.626 eV
LUMO level ... 0.03338 hartree
Multiplicity ... 1

The geometry in XYZ format:
```
15
C2H10N2O | the OMol25 dataset | ωB97M-V/def2-TZVPD
N -0.10 -2.08 1.09
C -0.76 -0.78 1.28
C -0.71 0.04 0.00
N 0.54 0.80 -0.23
H 0.90 -1.93 1.00
H -0.22 -2.63 1.93
H -1.80 -1.01 1.53
H -0.32 -0.21 2.10
H -1.53 0.76 0.03
H -0.89 -0.60 -0.86
H 1.32 0.27 0.14
H 0.52 1.67 0.30
O 1.40 1.92 -2.82
H 0.74 2.41 -3.32
H 0.89 1.37 -2.19
```

***

<ii>
Computed, not measured: a cluster of 2 separate species, C2H10N2O in total, with ωB97M-V/def2-TZVPD.

Output
Molecular weight ... 78.12 g mol⁻¹
SMILES string ... NCCN.O
Gap between HOMO and LUMO ... 10.123 eV
LUMO level ... 0.03909 hartree
Multiplicity ... 1

The geometry in XYZ format:
```
15
C2H10N2O | the OMol25 dataset | ωB97M-V/def2-TZVPD
N 1.62 -1.61 0.79
C 0.94 -0.47 0.24
C -0.34 -0.76 -0.54
N -1.47 0.14 -0.14
H 1.79 -2.35 0.12
H 2.41 -1.52 1.39
H 0.66 0.28 0.98
H 1.61 0.09 -0.44
H -0.71 -1.79 -0.54
H -0.18 -0.57 -1.61
H -1.43 0.18 0.88
H -2.30 -0.40 -0.37
O -0.90 3.03 0.14
H -1.03 2.18 -0.28
H -0.67 3.56 -0.62
```

***

Relative stability in kcal/mol, measured from the most stable structure: <i> 0.0; <ii> 8.4

***

<i>
Computed, not measured: a cluster of 2 separate species, C6H10O4 in total, with ωB97M-V/def2-TZVPD.

Output
Molecular weight ... 146.14 g mol⁻¹
SMILES string ... CC(=O)C(=O)O.C=COC
Gap between HOMO and LUMO ... 9.355 eV
LUMO level ... 0.01564 hartree
Multiplicity ... 1

The geometry in XYZ format:
```
20
C6H10O4 | the OMol25 dataset | ωB97M-V/def2-TZVPD
C -1.66 -0.93 -1.47
C -0.86 -1.33 -0.27
O -1.30 -1.65 0.79
C 0.66 -1.36 -0.55
O 1.21 -0.67 -1.36
O 1.28 -2.25 0.21
H -1.14 -0.16 -2.03
H -1.76 -1.81 -2.12
H -2.65 -0.61 -1.17
H 2.24 -2.25 0.06
C 0.78 0.23 2.37
C 0.79 1.03 1.32
O -0.30 1.19 0.52
C -0.15 2.12 -0.53
H 1.66 0.12 2.98
H -0.09 -0.35 2.63
H 1.66 1.61 1.04
H 0.22 3.08 -0.16
H -1.13 2.26 -0.97
H 0.55 1.73 -1.29
```

***

<ii>
Computed, not measured: an isolated molecule of C6H10O4, with ωB97M-V/def2-TZVPD.

Output
Molecular weight ... 146.14 g mol⁻¹
SMILES string ... O[C@@H]1[C@@H](O)[C@@H](O)C=C[C@H]1O
Gap between HOMO and LUMO ... 10.132 eV
LUMO level ... 0.02432 hartree
Multiplicity ... 1

The geometry in XYZ format:
```
20
C6H10O4 | the OMol25 dataset | ωB97M-V/def2-TZVPD
O 1.11 0.45 2.04
C 0.01 0.62 1.28
C -0.63 -0.69 0.77
O -1.85 -0.55 0.09
C 0.33 -1.48 -0.19
O -0.35 -2.58 -0.78
C 0.93 -0.56 -1.25
C 1.05 0.75 -1.10
C 0.29 1.46 -0.01
O -0.97 1.90 -0.65
H 0.88 0.04 2.88
H -0.80 1.29 1.72
H -0.90 -1.44 1.53
H -1.68 0.38 -0.29
H 1.14 -1.87 0.34
H -1.10 -2.20 -1.18
H 1.14 -1.05 -2.22
H 1.65 1.29 -1.80
H 0.69 2.44 0.46
H -0.94 1.80 -1.64
```

***

Relative stability in kcal/mol, measured from the most stable structure: <i> 0.0; <ii> 17.6

***

<i>
Computed, not measured: an isolated molecule of S2, with ωB97M-V/def2-TZVPD.

Output
Molecular weight ... 64.13 g mol⁻¹
Gap between HOMO and LUMO ... 5.710 eV
LUMO level ... -0.11421 hartree
Multiplicity ... 1

The geometry in XYZ format:
```
2
S2 | the OMol25 dataset | ωB97M-V/def2-TZVPD
S 0.22 -0.23 0.99
S -0.22 0.23 -0.99
```

***

<ii>
Computed, not measured: a cluster of 2 separate species, S2 in total, with ωB97M-V/def2-TZVPD.

Output
Molecular weight ... 64.13 g mol⁻¹
Gap between HOMO and LUMO ... 3.787 eV
LUMO level ... -0.20152 hartree
Multiplicity ... 1

The geometry in XYZ format:
```
2
S2 | the OMol25 dataset | ωB97M-V/def2-TZVPD
S 0.00 0.00 1.92
S 0.00 0.00 -1.92
```

***

<iii>
Computed, not measured: a cluster of 2 separate species, S2 in total, with ωB97M-V/def2-TZVPD.

Output
Molecular weight ... 64.13 g mol⁻¹
Gap between HOMO and LUMO ... 3.854 eV
LUMO level ... -0.20031 hartree
Multiplicity ... 1

The geometry in XYZ format:
```
2
S2 | the OMol25 dataset | ωB97M-V/def2-TZVPD
S -0.02 0.29 1.87
S 0.02 -0.29 -1.87
```

***

<iv>
Computed, not measured: an isolated molecule of S2, with ωB97M-V/def2-TZVPD.

Output
Molecular weight ... 64.13 g mol⁻¹
Gap between HOMO and LUMO ... 5.556 eV
LUMO level ... -0.14779 hartree
Multiplicity ... 1

The geometry in XYZ format:
```
2
S2 | the OMol25 dataset | ωB97M-V/def2-TZVPD
S 0.00 0.00 1.24
S 0.00 0.00 -1.24
```

***

Relative stability in kcal/mol, measured from the most stable structure: <i> 0.0; <ii> 175.4; <iii> 172.4; <iv> 49.9

***

<i>
Computed, not measured: a cluster of 2 separate species, CH5OS in total, with ωB97M-V/def2-TZVPD.

Output
Molecular weight ... 65.12 g mol⁻¹
Gap between HOMO and LUMO ... 6.706 eV
LUMO level ... 0.15093 hartree
Total charge ... -1
Multiplicity ... 1

The geometry in XYZ format:
```
8
CH5OS | the OMol25 dataset | ωB97M-V/def2-TZVPD
S -1.23 -1.43 -0.53
H -0.09 -1.43 -1.24
C 0.84 1.11 1.09
O 1.43 1.68 -0.09
H 0.61 0.06 0.89
H 1.58 1.36 1.85
H -0.13 1.56 1.36
H 0.84 1.67 -0.85
```

***

<ii>
Computed, not measured: a cluster of 2 separate species, CH5OS in total, with ωB97M-V/def2-TZVPD.

Output
Molecular weight ... 65.12 g mol⁻¹
Gap between HOMO and LUMO ... 7.097 eV
LUMO level ... 0.15959 hartree
Total charge ... -1
Multiplicity ... 1

The geometry in XYZ format:
```
8
CH5OS | the OMol25 dataset | ωB97M-V/def2-TZVPD
S -1.00 -1.31 0.17
H -1.58 -1.42 1.38
C 0.53 1.67 -0.16
O 1.52 0.69 -0.32
H -0.39 1.32 -0.64
H 0.25 1.88 0.88
H 0.74 2.69 -0.52
H 1.15 -0.03 0.23
```

***

Relative stability in kcal/mol, measured from the most stable structure: <i> 3.1; <ii> 0.0